The following is a DFT calculation (ωB97M-V/def2-TZVPD) of a structure of composition BrCl2HNP at a distorted geometry.

For the energy above the lowest of the compared OMol25 structures with the same formula, charge and spin, the calculation gives 128.38 kJ/mol. The calculation puts the HOMO-LUMO gap at 7.772 eV.

```
! RIJCOSX wB97M-V def2-TZVPD def2/J DEFGRID3
* xyz 0 1
N 0.94 0.32 -1.02
P -0.28 0.00 -0.13
Cl 0.41 -1.90 1.73
Cl -1.76 -0.69 -1.18
Br -1.09 1.60 1.17
H 1.77 0.67 -0.58
*
```

Which charges does Löwdin predict for the atoms? In e, they are: -0.267, -0.192, -0.220, 0.358, 0.318, 0.002

=====

The following is a DFT calculation (ωB97M-V/def2-TZVPD) of a cluster of 2 separate species, C9H11F2N2 in total at a distorted geometry.

For the energy above the lowest of the compared OMol25 structures with the same formula, charge and spin, the calculation gives 290.56 kJ/mol. The calculation puts the HOMO-LUMO gap at 8.844 eV.

```
! RIJCOSX wB97M-V def2-TZVPD def2/J DEFGRID3
* xyz 1 1
C -0.65 1.22 -0.93
C 1.27 0.31 0.11
C 0.71 1.47 -0.51
C -0.71 -0.84 -0.02
C 1.98 3.46 0.02
C 1.26 2.74 -0.82
C -2.80 -2.83 -1.05
C 1.17 -1.98 0.70
C -1.99 -2.94 0.14
N -1.36 0.09 -0.67
N 0.56 -0.83 0.22
F -2.31 -2.83 1.39
F -0.92 -3.71 -0.06
H -1.32 1.99 -1.40
H 2.28 0.23 0.32
H 2.23 4.51 -0.36
H 2.13 3.01 0.96
H 0.98 3.05 -1.88
H -3.35 -1.94 -0.94
H -3.60 -3.68 -1.28
H -2.13 -2.53 -1.88
H 2.09 -1.76 1.08
H 0.47 -2.38 1.51
H 1.18 -2.83 -0.07
*
```

Which charges does Löwdin predict for the atoms? In e, they are: 0.000, 0.092, -0.150, -0.102, 0.069, -0.173, 0.010, -0.011, -0.348, 0.113, -0.119, 0.210, 0.117, 0.147, 0.124, 0.115, 0.057, 0.143, 0.067, 0.175, 0.115, 0.076, 0.134, 0.139

=====

The following is a DFT calculation (ωB97M-V/def2-TZVPD) of a cluster of 5 separate species, C4H17NO6 in total at a distorted geometry.

The SMILES is O=CNCCCO.O.O.O.O. For the energy above the lowest of the compared OMol25 structures with the same formula, charge and spin, the calculation gives 51.35 kJ/mol. The calculation puts the HOMO-LUMO gap at 10.137 eV.

```
! RIJCOSX wB97M-V def2-TZVPD def2/J DEFGRID3
* xyz 0 1
O -0.57 -1.66 2.30
C -0.66 -0.45 2.10
N -0.34 0.08 0.92
C -0.53 1.45 0.49
C 0.63 2.08 -0.26
C 0.74 1.78 -1.75
O -0.31 2.20 -2.63
H -0.69 0.22 2.96
H -0.28 -0.58 0.14
H -1.46 1.54 -0.08
H -0.60 2.06 1.39
H 1.55 1.66 0.14
H 0.45 3.15 -0.11
H 1.66 2.21 -2.15
H 0.82 0.71 -1.95
H -1.07 1.66 -2.36
O -1.96 -2.45 -0.39
H -2.13 -2.18 0.53
H -1.19 -2.99 -0.23
O 2.50 -0.76 2.25
H 3.09 -0.12 2.65
H 2.12 -1.33 2.91
O -1.44 -0.19 -1.88
H -1.76 -0.65 -2.66
H -1.83 -0.74 -1.16
O 1.69 -1.26 -0.56
H 1.90 -1.30 0.38
H 2.13 -0.42 -0.78
*
```

Which charges does Löwdin predict for the atoms? In e, they are: -0.025, -0.367, 0.032, -0.189, -0.154, -0.284, -0.078, 0.136, 0.093, 0.114, 0.118, 0.109, 0.120, 0.120, 0.087, 0.036, -0.052, 0.044, 0.066, -0.042, 0.054, 0.050, -0.058, 0.071, 0.022, -0.059, 0.006, 0.028

=====

The following is a DFT calculation (ωB97M-V/def2-TZVPD) of a structure of composition C50H60ClLaN6OP2S at a distorted geometry.

The calculation puts the HOMO-LUMO gap at 4.636 eV.

```
! RIJCOSX wB97M-V def2-TZVPD def2/J DEFGRID3
* xyz -2 1
La -0.19 -0.07 1.28
C -2.23 3.89 -1.70
C -3.77 3.79 -1.65
C -4.37 2.39 -1.90
N -4.17 1.50 -0.78
C -4.83 0.38 -0.67
C -5.77 -0.03 -1.67
C -6.51 -1.18 -1.88
C -6.60 -2.33 -1.12
C -6.00 -2.51 0.13
C -5.23 -1.65 0.88
C -4.63 -0.36 0.64
N -3.96 0.27 1.56
C -4.11 -0.14 2.94
C -3.33 0.68 3.98
C -1.89 0.22 4.34
N -0.97 0.84 3.42
C -0.40 2.00 3.76
C 0.20 2.19 5.01
C 0.84 3.29 5.57
C 0.84 4.61 5.15
C 0.13 5.12 4.05
C -0.55 4.46 3.05
C -0.64 3.07 2.73
N -1.18 2.62 1.65
C -2.10 3.44 0.88
C -1.53 4.21 -0.35
H -1.95 4.69 -2.39
H -1.83 2.97 -2.12
H -4.19 4.43 -2.44
H -4.15 4.16 -0.70
H -3.94 1.98 -2.82
H -5.45 2.53 -2.09
H -5.88 0.69 -2.46
H -7.08 -1.18 -2.80
H -7.20 -3.15 -1.50
H -6.19 -3.47 0.60
H -4.98 -2.06 1.85
H -3.91 -1.21 3.15
H -5.18 0.00 3.17
H -3.92 0.67 4.90
H -3.27 1.71 3.62
H -1.83 -0.87 4.29
H -1.71 0.52 5.38
H 0.26 1.28 5.60
H 1.38 3.10 6.49
H 1.38 5.33 5.75
H 0.12 6.20 3.97
H -1.04 5.11 2.34
H -2.58 4.17 1.55
H -2.87 2.76 0.55
H -0.46 3.99 -0.44
H -1.62 5.28 -0.17
N -1.54 -2.59 2.04
C -0.66 -3.69 2.44
C 0.25 -3.27 3.59
N 1.07 -2.14 3.17
H -2.36 -2.55 2.63
H -1.84 -2.73 1.08
H -0.03 -3.91 1.58
H -1.22 -4.59 2.72
H 0.84 -4.15 3.88
H -0.35 -2.98 4.46
H 1.53 -2.37 2.29
H 1.77 -1.93 3.86
O -1.20 0.98 -0.72
H -0.78 1.85 -0.64
H -2.19 1.16 -0.72
S 0.78 -2.24 -0.14
Cl 1.85 2.20 0.80
C 2.13 0.63 1.68
H 2.55 0.92 2.65
H 2.92 0.15 1.10
C 2.88 -1.34 -2.03
P 1.36 -0.37 -1.49
C 0.23 -0.94 -2.86
C 0.67 -0.94 -4.18
C -0.16 -1.32 -5.23
C -1.47 -1.69 -4.98
C -1.93 -1.72 -3.67
C -1.08 -1.36 -2.63
C 1.87 1.23 -2.53
C 0.86 2.03 -3.08
C 1.09 3.33 -3.52
C 2.36 3.88 -3.42
C 3.38 3.13 -2.86
C 3.13 1.84 -2.40
P 4.37 -1.22 -0.92
C 5.62 -1.85 -2.13
C 6.44 -2.97 -1.94
C 7.37 -3.35 -2.91
C 7.51 -2.62 -4.07
C 6.74 -1.48 -4.26
C 5.82 -1.10 -3.30
C 4.15 -2.69 0.18
C 3.86 -3.97 -0.28
C 3.71 -5.02 0.61
C 3.84 -4.80 1.98
C 4.12 -3.52 2.44
C 4.29 -2.48 1.55
H 3.20 -0.97 -3.00
H 2.59 -2.38 -2.10
H 1.68 -0.61 -4.41
H 0.22 -1.30 -6.25
H -2.13 -1.97 -5.80
H -2.95 -2.01 -3.45
H -1.44 -1.42 -1.61
H -0.14 1.61 -3.18
H 0.28 3.91 -3.94
H 2.55 4.89 -3.77
H 4.38 3.55 -2.77
H 3.93 1.31 -1.91
H 6.36 -3.55 -1.03
H 7.98 -4.23 -2.74
H 8.22 -2.92 -4.83
H 6.85 -0.88 -5.16
H 5.23 -0.20 -3.45
H 3.74 -4.15 -1.34
H 3.48 -6.01 0.25
H 3.70 -5.62 2.67
H 4.21 -3.35 3.51
H 4.50 -1.48 1.91
*
```

Löwdin atomic charge list, values in e, 99 entries: 1.513, -0.200, -0.188, -0.266, 0.010, -0.238, -0.058, -0.142, -0.172, -0.139, -0.062, -0.257, 0.065, -0.273, -0.163, -0.247, -0.194, -0.270, -0.053, -0.126, -0.152, -0.120, -0.025, -0.290, -0.033, -0.240, -0.172, 0.095, 0.078, 0.093, 0.105, 0.123, 0.099, 0.063, 0.087, 0.070, 0.087, 0.064, 0.077, 0.114, 0.095, 0.106, 0.083, 0.091, 0.094, 0.088, 0.074, 0.089, 0.085, 0.106, 0.069, 0.096, 0.098, -0.064, -0.324, -0.290, -0.037, 0.049, 0.046, 0.022, 0.103, 0.096, 0.096, -0.026, 0.069, -0.261, -0.005, 0.060, 0.060, 0.445, -0.772, -0.030, -0.090, -0.549, 0.622, -0.385, -0.112, -0.111, -0.124, -0.090, -0.135, -0.350, -0.130, -0.115, -0.132, -0.122, -0.154, 1.036, -0.359, -0.099, -0.109, -0.122, -0.103, -0.112, -0.424, -0.136, -0.094, -0.107, -0.115